This record from OMol25 describes one molecule with the formula C4H7N3O. The level of theory is wB97M-V/def2-TZVPD.

Calculated values
**LUMO**: 0.0298 Ha
**Total charge**: 0
**Energy relative to the best compared isomer or geometry (same formula, charge and spin)**: 298.8 kJ/mol
**SMILES**: Cc1onnc1CN
**Molar mass**: 113.12 g/mol

Positions of all 15 atoms, in Å:
C  -2.05653  1.00775  -0.51211
C  -0.91680  0.68786  0.44403
O  -1.04909  1.31506  1.58526
N  0.22066  1.12507  2.26533
N  0.93270  0.32649  1.54778
C  0.26740  0.02472  0.42811
C  0.90043  -1.03810  -0.46432
N  2.30226  -0.89883  -0.60996
H  -2.67886  1.76393  -0.01933
H  -2.67748  0.11996  -0.85480
H  -1.81318  1.54731  -1.36038
H  0.76253  -2.04842  0.00704
H  0.30510  -1.30932  -1.40459
H  2.86511  -1.06604  0.21170
H  2.63575  -1.55744  -1.26377